Entry 1:
A single C6H7N molecule in a non-equilibrium geometry. Source: OMol25; level of theory: the ωB97M-V functional and the def2-TZVPD basis.

## Properties
HOMO level   -8.2 eV
E   -7821.794 eV
SMILES   C1[C@@H]2[C@H]3[C@@H]2N2[C@H]3[C@H]12
LUMO   1.17 eV
Relative energy (zero: lowest compared OMol25 entry of this formula, charge and spin)   88.86 kcal per mole

Element x y z (Å)
C -0.808 -1.063 -0.421
C -0.344 0.202 -1.073
C 1.120 0.764 -0.381
C -0.233 1.263 -0.049
N -0.205 0.571 1.302
C -0.264 -0.858 0.965
C 1.091 0.011 0.929
H -0.564 -2.016 -0.912
H -1.885 -0.870 -0.499
H -0.567 0.370 -2.131
H 1.958 1.127 -0.983
H -0.638 2.258 -0.127
H -0.584 -1.537 1.782
H 1.924 -0.222 1.598

Entry 2:
A single C6H7N molecule in a non-equilibrium geometry. Source: OMol25; level of theory: the ωB97M-V functional and the def2-TZVPD basis.

## Properties
HOMO level   -7.9 eV
E   -7822.635 eV
SMILES   CC1=CCC1=C=N
LUMO   1.00 eV
Relative energy (zero: lowest compared OMol25 entry of this formula, charge and spin)   69.46 kcal per mole

Element x y z (Å)
C 0.091 0.299 0.760
C -0.123 0.031 -0.679
C 0.291 -0.590 1.709
C -0.151 1.835 0.395
C -0.375 1.309 -0.996
C -0.053 -1.258 -1.410
N 0.242 -1.473 2.542
H -0.998 2.271 0.920
H 0.735 2.451 0.534
H -0.636 1.814 -1.906
H -0.596 -1.191 -2.350
H -0.476 -2.057 -0.804
H 0.985 -1.514 -1.630
H 1.064 -1.928 2.916

Entry 3:
A single C6H7N molecule in a non-equilibrium geometry. Source: OMol25; level of theory: the ωB97M-V functional and the def2-TZVPD basis.

## Properties
HOMO level   -7.8 eV
E   -7823.773 eV
SMILES   C=Cc1cc[nH]c1
LUMO   0.96 eV
Relative energy (zero: lowest compared OMol25 entry of this formula, charge and spin)   43.22 kcal per mole

Element x y z (Å)
C -0.231 -1.089 -0.843
C 0.887 -1.771 -0.199
N 1.575 -0.888 0.660
C 1.023 0.350 0.452
C -0.124 0.252 -0.403
C -1.281 1.207 -0.539
C -1.777 1.891 0.524
H -0.971 -1.530 -1.422
H 1.163 -2.778 -0.098
H 2.430 -1.115 1.275
H 1.366 1.266 0.906
H -1.924 1.081 -1.375
H -2.728 2.407 0.630
H -1.336 1.852 1.509

Entry 4:
A 2-piece molecular cluster, C6H7N2 overall in a non-equilibrium geometry. Source: OMol25; level of theory: the ωB97M-V functional and the def2-TZVPD basis.

## Properties
Net charge   +1
HOMO level   -14.8 eV
E   -9308.137 eV
LUMO   -4.15 eV
Relative energy (zero: lowest compared OMol25 entry of this formula, charge and spin)   0.00 kcal per mole

Element x y z (Å)
C -1.019 -1.390 -1.604
C -1.576 -0.260 -1.017
C 0.327 -1.673 -1.396
C -0.782 0.522 -0.203
C 1.069 -0.846 -0.571
C 0.764 1.480 2.395
N 1.055 2.357 3.088
N 0.502 0.216 0.002
H -1.626 -2.049 -2.206
H -2.615 -0.009 -1.162
H 0.787 -2.539 -1.839
H -1.163 1.392 0.312
H 2.110 -1.033 -0.350
H 0.940 0.735 0.814
H 1.227 3.097 3.738

Entry 5:
An isolated ion of composition C6H7N2O2 and charge +1 in a non-equilibrium geometry. Source: OMol25; level of theory: the ωB97M-V functional and the def2-TZVPD basis.

## Properties
Net charge   +1
HOMO level (alpha / beta)   -12.6 / -12.6 eV
E   -13398.022 eV
SMILES   C=N/C=C\[N+](C)=c1\oc1=O
LUMO (alpha / beta)   -4.98 / -4.98 eV
Relative energy (zero: lowest compared OMol25 entry of this formula, charge and spin)   141.28 kcal per mole

Element x y z (Å)
C -0.408 1.725 -0.017
C -0.117 0.908 1.077
C 0.132 -1.065 -0.160
C 0.294 -1.466 -1.498
C -0.792 1.310 -2.435
C 0.557 -1.167 2.116
N -0.632 1.293 -1.194
N 0.171 -0.439 0.965
O 0.585 -2.381 -0.475
O 0.158 -1.272 -2.618
H -0.492 2.691 0.358
H 0.151 1.168 2.104
H -1.683 1.043 -2.776
H 0.037 1.460 -2.989
H -0.318 -1.316 2.721
H 1.166 -1.929 1.928
H 1.190 -0.561 2.893

Entry 6:
An isolated ion of composition C6H7N2OS and charge +1 in a non-equilibrium geometry. Source: OMol25; level of theory: the ωB97M-V functional and the def2-TZVPD basis.

## Properties
Net charge   +1
HOMO level   -12.7 eV
E   -22185.950 eV
LUMO   -4.99 eV
Relative energy (zero: lowest compared OMol25 entry of this formula, charge and spin)   118.32 kcal per mole

Element x y z (Å)
C 1.317 -1.931 0.677
C 0.217 -1.227 0.800
C 0.119 1.249 0.805
C 1.081 2.188 0.760
C 1.901 0.035 -0.336
C -0.258 -0.051 -1.242
N 2.313 -1.187 -0.093
N 0.423 0.036 0.076
O 3.416 -1.663 -0.358
S 2.514 1.598 -0.153
H 1.746 -2.840 1.209
H -0.693 -1.339 1.427
H -0.908 1.364 1.153
H 1.026 3.209 1.180
H 0.181 0.580 -1.922
H 0.049 -0.932 -1.789
H -1.302 0.061 -1.042

Entry 7:
A single C6H7N3 molecule in a non-equilibrium geometry. Source: OMol25; level of theory: the ωB97M-V functional and the def2-TZVPD basis.

## Properties
HOMO level   -9.4 eV
E   -10799.347 eV
LUMO   -0.77 eV
Relative energy (zero: lowest compared OMol25 entry of this formula, charge and spin)   140.29 kcal per mole

Element x y z (Å)
C 1.578 -0.638 0.761
C 1.783 0.569 -0.953
C -1.803 0.515 1.197
C -0.353 -0.702 -0.854
C -1.702 1.474 0.141
C -1.580 0.022 -0.215
N 2.716 -0.049 0.804
N 2.892 0.729 -0.260
N 0.887 -0.237 -0.382
H 1.114 -1.062 1.609
H -1.152 0.786 1.945
H -2.582 -0.112 1.656
H -0.391 -1.742 -0.743
H -0.436 -0.593 -2.017
H 1.489 1.133 -1.912
H -2.461 -0.092 -0.778

Entry 8:
A single C6H7N3O molecule in a non-equilibrium geometry. Source: OMol25; level of theory: the ωB97M-V functional and the def2-TZVPD basis.

## Properties
HOMO level   -8.0 eV
E   -12849.711 eV
SMILES   COn1ccn2ccnc12
LUMO   0.98 eV
Relative energy (zero: lowest compared OMol25 entry of this formula, charge and spin)   77.62 kcal per mole

Element x y z (Å)
C 0.534 -1.837 -1.608
C 1.592 -0.973 -1.625
C 0.183 -0.558 -0.007
C 1.820 1.004 0.030
C 0.918 1.335 0.958
C -2.544 0.539 1.025
N -0.327 -1.629 -0.554
N 1.305 -0.067 -0.627
N -0.146 0.385 0.992
O -1.303 0.386 1.722
H 0.334 -2.678 -2.367
H 2.434 -0.888 -2.239
H 2.819 1.446 -0.160
H 1.064 2.029 1.757
H -3.146 0.468 1.856
H -2.843 -0.431 0.368
H -2.692 1.468 0.477

Entry 9:
A single C6H7N3O3 molecule in a non-equilibrium geometry. Source: OMol25; level of theory: the ωB97M-V functional and the def2-TZVPD basis.

## Properties
HOMO level   -9.1 eV
E   -16941.908 eV
SMILES   C/C(C(=O)n1ccnc1)=[N+](\[O-])O
LUMO   -0.21 eV
Relative energy (zero: lowest compared OMol25 entry of this formula, charge and spin)   117.27 kcal per mole

Element x y z (Å)
C 3.218 1.109 0.256
C 1.894 1.036 0.495
C 2.539 -0.779 -0.488
C -0.058 -0.759 -0.163
C -2.463 -1.446 0.601
C -1.772 -0.270 0.084
N 3.622 -0.061 -0.372
N 1.388 -0.058 -0.148
N -2.152 0.868 -0.286
O 0.055 -1.919 -0.440
O -1.163 1.694 -0.824
O -3.306 1.349 -0.295
H 3.914 1.895 0.593
H 1.252 1.637 0.899
H 2.633 -1.716 -1.182
H -1.559 2.617 -0.919
H -3.178 -1.217 1.428
H -1.661 -2.049 0.842
H -3.204 -1.930 -0.083

Entry 10:
A single C6H7N3S molecule in a non-equilibrium geometry. Source: OMol25; level of theory: the ωB97M-V functional and the def2-TZVPD basis.

## Properties
HOMO level (alpha / beta)   -7.8 / -7.8 eV
E   -21636.663 eV
LUMO (alpha / beta)   0.07 / 0.07 eV
Relative energy (zero: lowest compared OMol25 entry of this formula, charge and spin)   74.55 kcal per mole

Element x y z (Å)
C -4.400 0.563 0.023
C -2.113 0.099 0.108
C -0.611 -2.897 0.054
C 1.776 0.444 -0.280
C 0.371 0.433 0.502
C -0.825 -0.464 0.212
N -3.693 1.606 0.042
N -2.396 1.334 0.013
N -0.725 -1.738 0.133
S -3.529 -0.945 -0.137
H -5.427 0.702 0.146
H -0.589 -3.549 -0.813
H 2.512 0.770 0.397
H 1.830 -0.477 -0.668
H 1.743 1.050 -1.208
H 0.816 0.197 1.549
H 0.105 1.411 0.541

Entry 11:
A single C6H7N3S2 molecule in a non-equilibrium geometry. Source: OMol25; level of theory: the ωB97M-V functional and the def2-TZVPD basis.

## Properties
HOMO level   -6.0 eV
E   -32468.703 eV
LUMO   -0.65 eV
Relative energy (zero: lowest compared OMol25 entry of this formula, charge and spin)   153.76 kcal per mole

Element x y z (Å)
C 3.707 -0.603 0.162
C 1.347 0.032 -0.135
C -2.780 -0.411 0.538
C -2.751 1.045 0.379
C -2.721 2.238 0.239
C -4.025 -0.976 -0.007
H 5.147 0.445 -0.514
H 3.338 -1.476 0.699
H 2.965 1.065 -0.809
H 0.762 0.834 -0.586
H -1.486 -0.782 -1.415
H -2.742 -0.660 1.605
H -2.696 3.297 0.117
N 4.950 -0.414 0.006
N 2.681 0.235 -0.302
N -5.000 -1.422 -0.440
S 0.608 -1.207 0.629
S -1.304 -1.241 -0.166

Entry 12:
An isolated ion of composition C6H7N5O2 and charge +2 in a non-equilibrium geometry. Source: OMol25; level of theory: the ωB97M-V functional and the def2-TZVPD basis.

## Properties
Net charge   +2
HOMO level   -16.4 eV
E   -17860.769 eV
SMILES   [NH2+]=c1[nH]c2c([nH]1)O[C@@H]([N+]#CO)C=N2
LUMO   -8.59 eV
Relative energy (zero: lowest compared OMol25 entry of this formula, charge and spin)   8.02 kcal per mole

Element x y z (Å)
C -0.307 1.754 -2.253
C 0.037 0.346 -2.667
C -0.049 1.188 -0.129
C 0.576 0.022 -0.536
C 0.606 0.046 1.620
C -1.624 -1.277 -2.092
N -0.468 2.105 -1.057
N -1.133 -0.435 -2.774
N -0.125 1.122 1.255
N 1.041 -0.661 0.562
N 0.894 -0.216 2.896
O 0.942 -0.229 -1.835
O -2.285 -2.195 -1.600
H -0.721 2.346 -3.084
H 0.468 0.480 -3.699
H -0.248 1.977 1.858
H 1.460 -1.615 0.365
H 0.639 0.530 3.452
H 0.844 -1.089 3.347
H -2.448 -3.121 -2.090

Entry 13:
C6H7NO as an isolated structure in a non-equilibrium geometry. Source: OMol25; level of theory: the ωB97M-V functional and the def2-TZVPD basis.

## Properties
HOMO level   -9.2 eV
E   -9869.228 eV
LUMO   0.16 eV
Relative energy (zero: lowest compared OMol25 entry of this formula, charge and spin)   79.09 kcal per mole

Element x y z (Å)
C -1.624 -0.453 0.367
C -0.960 -0.492 1.730
C 0.378 -0.197 1.616
C 0.704 -0.167 0.123
C 1.369 0.495 -1.135
C -0.511 0.221 -0.484
H -1.396 -0.841 2.634
H 1.050 -0.181 2.431
H 0.819 -1.268 -0.179
H 2.336 0.109 -1.487
H 1.298 1.570 -1.027
H -0.171 0.705 -2.409
H -0.645 1.227 -0.341
N 0.081 0.004 -1.839
O -2.729 -0.733 0.001

Entry 14:
A 2-piece molecular cluster, C6H7NO overall in a non-equilibrium geometry. Source: OMol25; level of theory: the ωB97M-V functional and the def2-TZVPD basis.

## Properties
HOMO level   -9.0 eV
E   -9869.641 eV
SMILES   C=C=CO.C=CC#N
LUMO   0.60 eV
Relative energy (zero: lowest compared OMol25 entry of this formula, charge and spin)   69.56 kcal per mole

Element x y z (Å)
C -1.036 0.617 -0.913
C -1.534 -0.260 -0.069
C 1.649 -0.419 -0.353
C -2.230 -1.028 0.712
C 2.201 0.778 -0.157
O -0.618 1.885 -0.591
C 1.080 -1.179 0.709
N 0.810 -1.825 1.625
H -0.732 2.024 0.356
H -0.972 0.436 -1.977
H 1.633 -0.913 -1.315
H -1.743 -1.805 1.287
H -3.296 -0.918 0.842
H 2.248 1.223 0.825
H 2.538 1.383 -0.982

Entry 15:
C6H7NO as an isolated structure in a non-equilibrium geometry. Source: OMol25; level of theory: the ωB97M-V functional and the def2-TZVPD basis.

## Properties
HOMO level   -9.6 eV
E   -9864.078 eV
LUMO   0.40 eV
Relative energy (zero: lowest compared OMol25 entry of this formula, charge and spin)   197.87 kcal per mole

Element x y z (Å)
C -1.396 -1.241 0.492
C -0.180 -0.678 0.877
C 1.404 -0.101 -1.078
C 1.251 1.143 -0.216
C 0.309 2.326 0.013
C -0.177 0.824 0.449
H 0.356 -0.699 1.920
H 2.547 -0.161 -1.242
H 0.820 -0.121 -1.970
H 1.759 0.890 0.797
H 0.671 3.580 0.608
H -0.183 2.354 -1.072
H -1.057 0.516 -0.391
N -2.525 -1.572 0.226
O 0.687 -1.125 -0.431

Entry 16:
A single C6H7NO molecule in a non-equilibrium geometry. Source: OMol25; level of theory: the ωB97M-V functional and the def2-TZVPD basis.

## Properties
HOMO level (alpha / beta)   -8.9 / -8.7 eV
E   -9867.088 eV
LUMO (alpha / beta)   -0.41 / -1.23 eV
Relative energy (zero: lowest compared OMol25 entry of this formula, charge and spin)   128.44 kcal per mole

Element x y z (Å)
C 2.735 0.583 0.115
C 0.707 0.227 0.164
C 1.309 -0.921 -0.251
C -0.983 -1.405 0.278
C -0.814 0.014 0.399
C -1.841 0.757 -0.476
N 1.616 1.189 0.389
O 2.591 -0.687 -0.319
H 3.684 1.064 -0.186
H -1.085 -1.762 -0.688
H -0.795 -2.158 0.983
H -1.036 0.426 1.494
H -2.665 0.033 -0.487
H -1.458 1.047 -1.533
H -1.965 1.591 0.117

Entry 17:
A single C6H7NO molecule in a non-equilibrium geometry. Source: OMol25; level of theory: the ωB97M-V functional and the def2-TZVPD basis.

## Properties
HOMO level   -8.8 eV
E   -9869.487 eV
SMILES   O=C1[C@H]2[C@H]3C[C@@H]1N[C@H]32
LUMO   0.91 eV
Relative energy (zero: lowest compared OMol25 entry of this formula, charge and spin)   73.12 kcal per mole

Element x y z (Å)
C 0.819 0.632 1.194
C -0.658 0.192 0.963
C -0.749 -1.116 0.343
C 0.250 -0.896 -0.748
C 0.217 0.607 -1.200
C 1.275 0.064 -0.253
H -1.366 0.438 1.806
H -0.415 -2.015 0.773
H -1.835 -1.408 0.065
H 0.707 -1.552 -1.450
H 0.386 1.048 -2.273
H -1.498 1.362 -0.727
H 2.258 0.318 -0.454
N -0.763 1.271 -0.200
O 1.374 1.056 2.160

Entry 18:
A single C6H7NO molecule in a non-equilibrium geometry. Source: OMol25; level of theory: the ωB97M-V functional and the def2-TZVPD basis.

## Properties
HOMO level   -9.3 eV
E   -9867.330 eV
SMILES   O=C1[C@H]2C[C@H]2N2C[C@H]12
LUMO   0.33 eV
Relative energy (zero: lowest compared OMol25 entry of this formula, charge and spin)   122.86 kcal per mole

Element x y z (Å)
C 1.070 -0.916 0.228
C -0.244 -1.152 -0.251
C -1.538 -0.848 0.547
C -1.021 0.113 -0.474
C 1.067 1.407 -0.351
C 1.160 0.502 0.700
H -0.375 -1.821 -0.957
H -1.444 -0.451 1.621
H -2.534 -1.400 0.052
H -1.698 0.620 -1.205
H 1.450 2.376 -0.438
H 0.628 1.096 -1.525
H 1.419 0.866 1.723
N -0.173 1.051 0.411
O 2.234 -1.443 -0.081

Entry 19:
C6H7NO as an isolated structure in a non-equilibrium geometry. Source: OMol25; level of theory: the ωB97M-V functional and the def2-TZVPD basis.

## Properties
HOMO level   -8.8 eV
E   -9867.210 eV
LUMO   1.06 eV
Relative energy (zero: lowest compared OMol25 entry of this formula, charge and spin)   125.64 kcal per mole

Element x y z (Å)
C 1.380 1.174 0.042
C 1.443 -0.057 0.484
C -0.767 -1.504 -0.559
C 0.069 1.049 -0.628
C -1.288 -0.597 0.564
C 0.135 -0.432 -0.088
N -1.132 1.655 -0.030
O -2.060 0.628 0.208
H 2.109 1.942 0.142
H 2.310 -0.571 0.959
H -0.328 -2.569 -0.500
H -1.223 -1.527 -1.526
H -0.159 1.127 -1.684
H -1.170 -0.752 1.572
H -0.967 2.073 0.819

Entry 20:
A single C6H7NO molecule in a non-equilibrium geometry. Source: OMol25; level of theory: the ωB97M-V functional and the def2-TZVPD basis.

## Properties
HOMO level   -7.9 eV
E   -9871.714 eV
SMILES   C=Cn1cccc1O
LUMO   0.81 eV
Relative energy (zero: lowest compared OMol25 entry of this formula, charge and spin)   21.77 kcal per mole

Element x y z (Å)
C -0.397 0.776 -0.004
C -1.779 0.606 0.008
C -2.050 -0.804 0.008
C -0.836 -1.425 -0.029
C 1.531 -0.886 0.058
C 2.655 -0.134 -0.036
H -0.376 2.649 0.047
H -2.458 1.444 0.061
H -3.038 -1.266 0.023
H -0.479 -2.441 -0.147
H 1.656 -1.984 0.188
H 2.612 0.935 -0.183
H 3.624 -0.571 0.119
N 0.194 -0.461 -0.024
O 0.295 1.957 0.004